Density functional theory data (the ωB97M-V functional and the def2-TZVPD basis) for a cluster of 2 separate species, C4H12N2O2 in total at a distorted geometry.

Output
calculated total energy: -11417.48027 eV
HOMO level: -9.315 eV
E_LUMO: 0.706 eV
ΔE to the lowest compared entry with this formula, charge and spin: 1.7365 eV
SMILES: C[C@@H](CN)NC=O.O

The geometry in XYZ format:
```
20
C4H12N2O2 (the ωB97M-V functional and the def2-TZVPD basis)
C 1.960 -1.172 -0.786
N 1.335 -0.138 -1.408
C -0.958 -0.724 -0.729
C -0.020 0.398 -1.115
C 0.111 1.455 0.014
N -1.064 1.684 0.827
O 1.488 -1.844 0.105
H 2.978 -1.367 -1.158
H 2.002 0.558 -1.716
H -1.939 -0.279 -0.639
H -0.663 -1.291 0.137
H -1.128 -1.437 -1.534
H -0.250 0.850 -2.072
H 0.928 1.149 0.671
H 0.443 2.402 -0.396
H -1.471 0.813 1.119
H -1.845 2.115 0.337
H -0.588 -1.035 1.942
H -0.397 -0.946 3.579
O -0.923 -1.191 2.822
```



Density functional theory data (the ωB97M-V functional and the def2-TZVPD basis) for a cluster of 2 separate species, C2H5N2O2 in total at a distorted geometry.

Output
calculated total energy: -9222.07465 eV
net charge: +1
HOMO level: -15.122 eV
E_LUMO: -4.204 eV
ΔE to the lowest compared entry with this formula, charge and spin: 0.0627 eV

The geometry in XYZ format:
```
11
C2H5N2O2 (the ωB97M-V functional and the def2-TZVPD basis)
C 0.638 -0.958 1.389
C -0.275 1.363 -1.153
N 0.566 2.050 -0.736
N -0.844 0.335 -1.701
O 0.482 -1.974 2.197
O -0.257 -0.634 0.576
H 1.700 -0.514 1.420
H 0.768 2.793 -0.001
H -0.306 -2.509 1.931
H -1.315 -0.407 -1.238
H -1.157 0.456 -2.684
```



Density functional theory data (the ωB97M-V functional and the def2-TZVPD basis) for a structure of composition C28H20O6PPtS2 at a distorted geometry.

Output
calculated total energy: -75838.94762 eV
net charge: +1
HOMO level (alpha / beta): -10.880 / -12.204 eV
E_LUMO (alpha / beta): -4.121 / -7.628 eV
<S²>: 6.050
multiplicity: 5

The geometry in XYZ format:
```
58
C28H20O6PPtS2 (the ωB97M-V functional and the def2-TZVPD basis)
Pt -0.519 0.168 0.138
C -2.174 -3.114 -5.789
C -3.060 -2.760 -4.781
C -2.577 -2.272 -3.578
C -1.203 -2.149 -3.381
C -0.311 -2.495 -4.395
C -0.805 -2.984 -5.594
P -0.621 -1.532 -1.770
C 1.060 -0.923 -2.090
C 1.196 0.085 -3.054
C 2.452 0.561 -3.371
C 3.576 0.044 -2.733
C 3.447 -0.958 -1.782
C 2.193 -1.444 -1.452
C -0.357 -3.032 -0.767
C -0.360 -4.309 -1.310
C -0.157 -5.421 -0.496
C 0.050 -5.266 0.861
C 0.054 -3.987 1.438
C 0.250 -3.796 2.827
C 0.218 -2.528 3.390
C 0.038 -1.411 2.588
C -0.177 -1.546 1.198
C -0.156 -2.849 0.616
H -2.550 -3.483 -6.734
H -4.126 -2.854 -4.936
H -3.259 -1.980 -2.788
H 0.757 -2.388 -4.248
H -0.116 -3.261 -6.381
H 0.315 0.493 -3.534
H 2.557 1.348 -4.105
H 4.557 0.428 -2.978
H 4.326 -1.362 -1.297
H 2.095 -2.232 -0.716
H -0.524 -4.448 -2.370
H -0.164 -6.410 -0.935
H 0.201 -6.132 1.494
H 0.444 -4.661 3.452
H 0.343 -2.398 4.457
H 0.037 -0.432 3.051
O -1.389 3.507 2.065
S -0.901 2.174 2.185
O -1.067 1.485 3.439
O 0.369 1.857 1.533
C -2.268 1.238 1.110
C -3.285 0.716 1.913
C -4.505 0.397 1.320
C -4.717 0.581 -0.042
C -3.708 1.078 -0.851
C -2.485 1.433 -0.260
S -1.361 2.444 -1.394
O -1.601 3.791 -1.010
O -1.795 2.001 -2.695
O -0.016 1.914 -1.067
H -3.119 0.594 2.973
H -5.291 -0.022 1.935
H -5.673 0.326 -0.481
H -3.845 1.248 -1.910
```



Density functional theory data (the ωB97M-V functional and the def2-TZVPD basis) for the ion C4H12NS with charge +1 at a distorted geometry.

Output
calculated total energy: -16661.11337 eV
net charge: +1
HOMO level: -12.540 eV
E_LUMO: -3.774 eV
ΔE to the lowest compared entry with this formula, charge and spin: 0.5461 eV
SMILES: C[C@@H]([NH3+])CCS

The geometry in XYZ format:
```
18
C4H12NS (the ωB97M-V functional and the def2-TZVPD basis)
C -1.833 1.680 -0.678
C -1.109 0.575 0.102
C -0.258 -0.369 -0.745
C 0.854 -1.072 0.053
S 2.495 -0.292 0.075
N -2.125 -0.264 0.856
H -2.405 1.237 -1.497
H -2.543 2.105 0.037
H -1.147 2.426 -1.053
H -0.577 1.159 0.859
H 0.100 0.251 -1.565
H -0.824 -1.213 -1.150
H 0.502 -1.250 1.077
H 0.998 -2.094 -0.297
H 2.159 0.805 0.785
H -1.729 -0.667 1.710
H -2.923 0.254 1.243
H -2.457 -1.056 0.304
```



Density functional theory data (the ωB97M-V functional and the def2-TZVPD basis) for a structure of composition C26H26BF6N9O4S2Ti.

Output
calculated total energy: -110755.28223 eV
HOMO level (alpha / beta): -6.388 / -8.407 eV
E_LUMO (alpha / beta): 0.124 / 0.120 eV
<S²>: 2.005
ΔE to the lowest compared entry with this formula, charge and spin: 0.5730 eV
multiplicity: 3

The geometry in XYZ format:
```
75
C26H26BF6N9O4S2Ti (the ωB97M-V functional and the def2-TZVPD basis)
Ti 0.099 0.181 0.014
C -2.441 0.670 1.746
N -1.193 1.445 1.596
C -1.500 2.710 0.907
C -1.904 2.457 -0.520
C -2.782 3.295 -1.188
C -3.094 3.028 -2.512
C -2.526 1.925 -3.127
C -1.664 1.133 -2.392
N -1.359 1.385 -1.113
C -0.623 1.686 2.930
C 0.831 2.094 2.931
C 1.613 1.874 4.057
C 2.952 2.217 4.008
C 3.461 2.761 2.840
C 2.600 2.956 1.776
N 1.307 2.642 1.822
C -2.200 -0.810 1.849
C -3.000 -1.631 2.626
C -2.792 -3.001 2.583
C -1.786 -3.503 1.777
C -1.018 -2.613 1.048
N -1.223 -1.295 1.079
H -3.058 0.834 0.860
H -3.019 1.023 2.609
H -0.591 3.311 0.920
H -2.293 3.261 1.430
H -3.212 4.142 -0.669
H -3.779 3.669 -3.051
H -2.742 1.660 -4.152
H -1.195 0.267 -2.836
H -0.712 0.756 3.497
H -1.236 2.431 3.459
H 1.184 1.419 4.942
H 3.595 2.042 4.861
H 4.509 3.008 2.743
H 2.957 3.359 0.836
H -3.778 -1.198 3.241
H -3.409 -3.665 3.175
H -1.586 -4.563 1.707
H -0.204 -2.959 0.423
F -3.217 -4.387 -3.998
C -3.474 -3.709 -2.886
F -3.397 -4.537 -1.845
F -4.715 -3.224 -2.952
S -2.315 -2.288 -2.695
O -2.704 -1.633 -1.475
O -2.411 -1.546 -3.918
N -0.984 -3.127 -2.558
S 0.420 -2.535 -2.297
O 1.317 -3.512 -1.777
O 0.352 -1.251 -1.611
C 1.116 -2.046 -3.942
F 0.553 -0.913 -4.363
F 0.890 -3.000 -4.839
F 2.425 -1.857 -3.828
B 3.725 -0.128 -0.255
N 2.863 -1.007 0.713
C 3.395 -2.069 1.327
C 2.619 -2.391 2.429
C 1.599 -1.446 2.403
N 1.748 -0.607 1.374
N 2.914 0.716 -1.291
C 3.501 1.221 -2.385
C 2.682 2.195 -2.926
C 1.578 2.212 -2.076
N 1.728 1.326 -1.090
H 4.425 -0.883 -0.880
H 4.375 0.635 0.428
H 4.298 -2.513 0.943
H 2.768 -3.194 3.128
H 0.740 -1.354 3.051
H 4.469 0.861 -2.692
H 2.853 2.786 -3.808
H 0.676 2.800 -2.139
```



Density functional theory data (the ωB97M-V functional and the def2-TZVPD basis) for a structure of composition C47H37GeN6O4V at a distorted geometry.

Output
calculated total energy: -148670.10328 eV
net charge: +1
HOMO level (alpha / beta): -9.542 / -9.638 eV
E_LUMO (alpha / beta): -3.506 / -3.559 eV
<S²>: 3.778
ΔE to the lowest compared entry with this formula, charge and spin: 1.8669 eV
multiplicity: 4

The geometry in XYZ format:
```
96
C47H37GeN6O4V (the ωB97M-V functional and the def2-TZVPD basis)
V 0.478 -0.345 1.435
O 6.934 -1.956 2.548
C 6.231 -1.420 3.426
O 6.441 -0.976 4.571
C 4.723 -1.263 2.981
C 4.307 -1.742 1.746
C 2.995 -1.556 1.361
N 2.130 -0.880 2.149
C 2.521 -0.423 3.360
C 3.809 -0.620 3.805
C 1.431 0.280 4.066
C 1.521 0.806 5.346
C 0.423 1.441 5.895
C -0.746 1.546 5.154
C -0.765 1.008 3.885
N 0.292 0.382 3.346
C 2.362 -2.037 0.117
C 2.954 -2.920 -0.770
C 2.239 -3.357 -1.870
C 0.939 -2.907 -2.052
C 0.412 -2.027 -1.135
N 1.099 -1.580 -0.068
H 5.039 -2.244 1.122
H 4.161 -0.273 4.772
H 2.449 0.716 5.898
H 0.475 1.851 6.897
H -1.624 2.037 5.554
H -1.652 1.070 3.266
H 3.963 -3.265 -0.587
H 2.686 -4.049 -2.573
H 0.345 -3.226 -2.900
H -0.600 -1.658 -1.249
C 1.021 3.650 1.894
C 0.319 2.551 1.159
O 0.903 1.453 1.041
C -1.045 2.733 0.665
C -1.850 3.768 1.166
C -3.156 3.922 0.758
C -3.694 3.043 -0.181
C -2.914 2.036 -0.718
C -1.589 1.876 -0.318
O -0.803 0.931 -0.897
H 2.002 3.298 2.201
H 0.452 3.935 2.783
H 1.132 4.539 1.268
H -1.444 4.450 1.905
H -3.763 4.718 1.170
H -4.721 3.158 -0.504
H -3.303 1.370 -1.477
Ge -0.370 1.211 -2.707
C 1.510 0.844 -2.938
C 1.913 0.358 -4.184
C 3.255 0.103 -4.433
C 4.202 0.350 -3.445
C 3.809 0.844 -2.208
C 2.466 1.090 -1.952
C -0.990 2.996 -3.105
C -2.002 3.169 -4.048
C -2.441 4.447 -4.376
C -1.868 5.554 -3.763
C -0.863 5.389 -2.817
C -0.420 4.115 -2.493
H -1.242 0.171 -3.435
H 1.175 0.177 -4.961
H 3.561 -0.292 -5.394
H 5.250 0.153 -3.642
H 4.549 1.042 -1.441
H 2.165 1.459 -0.978
H -2.448 2.304 -4.528
H -3.225 4.578 -5.112
H -2.198 6.552 -4.031
H -0.415 6.254 -2.341
H 0.373 3.988 -1.762
C -2.033 -3.354 3.115
C -0.908 -2.604 2.843
N -0.895 -1.666 1.881
C -2.005 -1.500 1.142
C -3.124 -2.303 1.264
C -3.155 -3.208 2.317
C -4.187 -2.222 0.221
C -4.204 -2.833 -0.973
C -3.262 -3.807 -1.601
C -3.574 -4.295 -2.866
C -2.727 -5.237 -3.423
N -1.637 -5.676 -2.797
C -1.408 -5.138 -1.602
N -2.153 -4.225 -0.980
H -2.016 -4.071 3.926
H 0.014 -2.745 3.393
H -1.976 -0.726 0.376
H -4.035 -3.819 2.481
H -5.021 -1.563 0.448
H -5.062 -2.620 -1.604
H -4.456 -3.955 -3.396
H -2.922 -5.661 -4.403
H -0.519 -5.473 -1.075
```